# 1
Below is a 5-piece molecular cluster, C7H18Cl9FP overall at a distorted geometry, with properties calculated with ωB97M-V/def2-TZVPD.

Structure (XYZ):
```
36
Properties=species:S:1:pos:R:3:forces:R:3:mulliken_charge:R:1
C -1.004 -0.246 0.290 0.0 0.3 -0.9 -0.752
C -2.024 0.817 -0.244 0.1 -0.8 0.6 -0.696
C -3.381 0.803 0.486 0.2 0.7 -0.2 -0.318
F -4.015 2.059 0.142 0.2 -0.2 0.2 -0.333
P -4.545 -0.585 -0.177 0.6 0.3 -3.1 0.075
Cl -4.889 -1.433 1.798 -0.2 -0.6 1.3 -0.516
H -1.100 -0.453 1.365 0.1 0.2 -0.3 0.292
H -1.111 -1.191 -0.263 -0.1 0.3 0.4 0.199
H 0.005 0.137 0.025 -0.3 -0.3 0.5 0.277
H -2.228 0.584 -1.305 0.1 0.3 0.3 0.259
H -1.520 1.799 -0.168 -0.6 -0.2 0.0 0.327
H -3.307 0.814 1.586 0.2 0.0 -0.4 0.433
H -3.356 -1.420 -0.357 -0.1 0.0 0.4 -0.203
H -5.297 -1.650 -0.838 -0.3 0.1 0.5 0.073
H -5.716 0.252 -0.074 0.0 0.0 0.6 -0.139
H -4.312 -0.025 -1.517 0.1 0.1 0.0 0.029
C 1.841 -2.619 -0.188 -0.1 0.0 -0.1 -0.215
Cl 0.486 -3.417 0.618 0.1 -0.1 0.1 -0.157
Cl 1.492 -2.322 -1.898 0.1 0.1 -0.1 -0.163
H 2.029 -1.669 0.302 -0.1 0.0 -0.1 0.275
H 2.715 -3.254 -0.114 -0.3 0.0 -0.3 0.232
C 5.765 -2.291 0.720 0.1 0.0 0.0 -0.004
Cl 4.408 -3.092 1.522 0.5 -0.1 0.5 -0.176
Cl 5.414 -1.990 -0.987 0.1 0.0 0.0 -0.132
H 5.954 -1.343 1.212 -0.1 0.0 -0.1 0.037
H 6.641 -2.927 0.792 -0.1 -0.1 -0.1 0.283
C -6.048 3.965 -1.187 0.2 -0.1 0.2 0.160
Cl -7.407 3.195 -0.363 0.1 0.1 0.0 -0.164
Cl -6.423 4.278 -2.891 0.0 0.1 -0.1 -0.199
H -5.833 4.909 -0.698 -0.1 0.0 -0.1 0.249
H -5.183 3.312 -1.128 -0.2 -0.1 0.0 -0.045
C 8.480 1.108 0.656 0.0 0.1 0.0 -0.239
Cl 6.911 1.410 1.412 0.0 0.1 0.0 -0.144
Cl 8.848 -0.620 0.596 0.1 0.0 0.0 -0.140
H 8.461 1.496 -0.357 -0.1 -0.1 0.0 0.261
H 9.249 1.610 1.233 -0.1 -0.1 0.1 0.276
```
Forces are in eV/Å.

Output
Total charge = -1
LUMO energy = 1.594 eV
Gap between HOMO and LUMO = 0.1992 Eh
Electronic energy = -132258.429 eV
2S+1 = 1

# 2
Below is a 3-piece molecular cluster, C7H18ClN2 overall at a distorted geometry, with properties calculated with ωB97M-V/def2-TZVPD.

Structure (XYZ):
```
28
Properties=species:S:1:pos:R:3:forces:R:3:mulliken_charge:R:1
C -0.588 0.593 -1.032 1.2 -0.5 0.8 -0.839
C 2.149 0.836 -1.916 -0.8 -1.1 0.8 -1.644
C 2.493 3.026 -0.646 -1.1 0.0 -1.6 -1.517
C 0.311 -1.784 2.554 -0.2 -3.2 1.0 -0.746
C 0.252 1.787 -0.666 0.8 -0.7 -0.7 -0.313
C -1.319 -0.036 2.452 0.1 -1.0 -0.9 0.191
C 1.516 1.847 -1.064 1.5 3.1 0.8 0.961
N -0.071 -0.399 2.527 -4.2 -1.9 0.1 0.052
N -2.622 -2.793 1.786 -2.0 2.5 1.1 -0.772
Cl -1.819 1.503 2.048 0.2 0.1 0.6 0.023
H -0.068 -0.046 -1.807 -0.7 0.5 1.2 0.312
H -0.625 0.069 0.010 -0.9 0.1 -2.3 0.018
H -1.497 0.940 -1.514 -0.6 -0.4 0.6 0.332
H 1.887 -0.124 -1.457 1.4 -0.3 0.2 0.323
H 1.698 0.665 -2.838 -1.3 0.3 -1.9 0.442
H 3.141 1.063 -2.193 1.4 -0.3 0.4 0.398
H 2.450 3.938 -1.266 -0.7 -0.5 -0.5 0.326
H 3.533 2.805 -0.782 0.5 -0.8 0.4 0.379
H 2.327 3.471 0.300 -0.3 -0.2 1.4 0.365
H -0.111 -2.254 3.519 0.7 0.6 -1.5 0.329
H -0.179 -2.335 1.686 0.9 0.8 1.1 0.240
H 1.439 -1.937 2.575 -1.6 0.6 -0.2 0.337
H -0.160 2.535 -0.025 -0.2 0.5 0.3 0.472
H -2.123 -0.849 2.422 1.3 0.8 0.3 0.337
H 0.669 0.172 2.474 2.9 3.5 -0.4 0.239
H -2.084 -3.569 1.699 2.3 -2.9 -0.4 0.257
H -3.177 -2.756 0.970 -0.4 0.3 -1.6 0.241
H -3.348 -3.091 2.418 -0.2 0.0 0.9 0.257
```
Forces are in eV/Å.

Output
Total charge = +1
ΔE to the lowest compared entry with this formula, charge and spin = 44.12 kcal per mole
LUMO energy = -4.892 eV
Gap between HOMO and LUMO = 0.2466 Eh
Electronic energy = -23044.486 eV
2S+1 = 1

# 3
Below is C7H18FNiO2P as an isolated structure at a distorted geometry, with properties calculated with ωB97M-V/def2-TZVPD.

Structure (XYZ):
```
30
Properties=species:S:1:pos:R:3:forces:R:3:lowdin_spin:R:1
C 4.227 -1.428 -0.106 -0.1 0.1 0.0 0.040
C 3.688 0.006 -0.028 0.0 0.0 0.2 0.044
C 2.186 -0.091 0.147 0.3 -0.4 -0.1 0.191
C 1.579 1.426 0.239 -0.4 0.5 0.0 0.143
O 0.336 1.307 -0.264 0.2 0.0 -0.2 0.506
P -1.106 1.136 0.897 -0.5 0.0 0.4 0.012
F -2.292 1.009 1.978 -0.1 0.0 0.1 0.004
C -2.245 1.124 -0.515 0.0 0.1 -0.2 0.001
C -3.406 0.141 -0.354 -0.1 -0.3 0.3 0.016
C -3.011 -1.289 0.048 0.1 0.0 -0.3 0.013
O -1.732 -1.666 -0.373 0.1 0.1 0.3 0.002
H 5.277 -1.424 0.172 0.2 0.0 0.0 0.011
H 4.130 -1.820 -1.112 0.0 -0.1 -0.1 0.000
H 3.709 -2.094 0.578 0.0 -0.1 0.1 0.001
H 3.931 0.560 -0.929 0.1 0.1 -0.1 0.001
H 4.116 0.534 0.820 0.1 0.1 0.1 0.000
H 1.893 -0.559 1.084 -0.1 0.0 0.1 0.010
H 1.722 -0.632 -0.671 -0.1 0.1 -0.2 -0.002
H 1.608 1.745 1.282 0.1 -0.1 0.1 0.009
H 2.196 2.055 -0.398 0.1 -0.1 -0.2 0.020
H -0.712 2.370 1.388 0.1 0.1 0.0 0.008
H -0.489 -0.011 1.364 0.2 -0.1 0.0 0.006
H -2.661 2.132 -0.515 0.0 0.1 0.0 0.000
H -1.711 1.017 -1.452 0.2 -0.2 0.0 0.000
H -4.120 0.536 0.362 -0.1 0.0 0.1 0.000
H -3.960 0.154 -1.332 0.4 1.2 -0.3 0.005
H -3.026 -1.370 1.129 0.0 -0.1 0.2 0.002
H -3.771 -2.046 -0.290 -0.1 -0.1 0.1 0.003
H -1.642 -1.623 -1.328 0.0 -0.1 -0.3 0.000
Ni -4.715 -1.200 -1.819 -0.3 -0.8 0.1 0.953
```
Forces are in eV/Å.

Output
Total charge = +2
LUMO energy (spin up / spin down) = -8.707 / -10.446 eV
Gap between HOMO and LUMO (spin up / spin down) = 0.3270 / 0.2717 Eh
Electronic energy = -64674.477 eV
2S+1 = 3

# 4
Below is C7H18GaINO2 as an isolated structure at a distorted geometry, with properties calculated with ωB97M-V/def2-TZVPD.

Structure (XYZ):
```
30
Properties=species:S:1:pos:R:3:forces:R:3:mulliken_charge:R:1
C -0.765 1.712 0.957 0.0 -0.2 0.4 -0.762
C -0.578 1.104 2.469 -0.3 1.0 0.1 -0.329
C 0.925 1.475 3.009 0.0 -0.3 0.1 -0.563
C 2.076 0.351 2.696 1.0 0.2 -0.2 -0.445
O 1.962 -0.302 1.374 0.1 0.4 2.6 -0.331
Ga 3.059 -1.864 1.279 0.5 0.7 -0.8 0.305
I 1.488 -3.991 1.076 -0.1 0.1 0.1 -0.516
H -0.818 2.888 1.021 0.1 -2.3 -0.1 0.257
H 0.171 1.414 0.313 -2.0 0.5 1.2 0.171
H -1.771 1.339 0.481 2.1 0.7 0.7 0.184
H -0.861 -0.038 2.541 1.0 2.2 -0.3 0.273
H -1.359 1.668 3.173 1.6 -1.2 -1.4 0.258
H 1.278 2.507 2.539 -0.9 -2.1 0.9 0.227
H 0.869 1.609 4.175 0.3 -0.2 -2.2 0.295
H 2.149 -0.430 3.595 -0.4 1.4 -1.8 0.276
H 3.135 0.902 2.698 -2.1 -0.9 0.3 0.183
H 4.149 -1.980 2.441 -0.4 -0.1 0.3 -0.263
H 3.886 -1.821 -0.122 -0.4 0.0 0.2 -0.233
C -1.398 0.605 -3.982 0.1 0.2 -0.2 -1.306
C -1.928 0.417 -2.587 -0.4 0.2 0.9 0.818
O -2.377 1.351 -1.929 0.1 -0.3 -0.5 -0.641
N -1.900 -0.838 -2.056 -0.2 0.7 -0.4 -0.117
C -1.416 -2.055 -2.666 0.0 -0.2 0.5 -0.821
H -1.485 1.656 -4.268 0.0 -0.2 0.2 0.297
H -0.342 0.322 -4.021 -0.1 -0.1 -0.1 0.340
H -1.980 0.004 -4.686 0.2 0.0 0.0 0.352
H -2.273 -0.887 -1.115 0.2 0.0 -0.2 0.220
H -2.242 -2.770 -2.696 0.2 -0.2 -0.2 0.277
H -0.617 -2.455 -2.036 0.0 -0.2 -0.2 0.278
H -1.037 -1.893 -3.675 -0.1 0.1 0.2 0.315
```
Forces are in eV/Å.

Output
Total charge = -1
LUMO energy = 2.885 eV
Gap between HOMO and LUMO = 0.2890 Eh
Electronic energy = -73614.174 eV
2S+1 = 1

# 5
Below is C7H18I3IrOP2 as an isolated structure at a distorted geometry, with properties calculated with ωB97M-V/def2-TZVPD.

Structure (XYZ):
```
32
Properties=species:S:1:pos:R:3:forces:R:3:lowdin_spin:R:1
I -0.276 -0.570 -5.026 -0.7 0.1 -1.8 0.868
I 2.712 -0.522 -0.667 2.3 -0.3 1.0 1.053
Ir 0.334 -0.033 0.155 -0.4 0.4 3.3 1.008
P 0.366 2.305 -0.028 -0.8 1.7 -0.5 0.165
C 1.143 2.754 -1.619 -0.1 -0.7 0.4 0.033
C -1.266 3.123 -0.022 0.1 -0.2 0.5 0.010
H -1.162 4.219 -0.071 0.1 -0.4 0.0 0.002
H 1.571 4.014 1.195 0.0 0.3 -0.2 0.008
H -1.811 2.844 0.896 0.2 0.2 -0.5 0.002
H 0.990 2.713 2.258 0.0 0.1 0.1 0.002
H 0.498 2.445 -2.440 -0.1 0.1 -0.1 0.001
H -1.816 2.765 -0.893 -0.1 0.1 0.0 0.000
C 1.421 2.947 1.291 0.4 -0.7 -0.1 0.039
H 1.314 3.820 -1.670 0.0 0.3 0.0 0.006
H 2.391 2.431 1.204 -0.2 0.3 0.1 0.002
H 2.093 2.221 -1.699 0.0 0.2 -0.1 0.003
P -0.482 -2.199 0.604 -1.3 -1.4 0.1 0.167
C 0.007 -3.311 -0.761 -0.1 0.8 0.1 0.033
C 0.357 -2.805 2.100 -0.5 0.5 0.2 0.040
H -2.657 -1.667 1.521 -0.1 -0.2 -0.1 0.002
H -2.591 -3.377 0.991 0.2 0.1 -0.1 0.002
H -2.723 -2.066 -0.211 -0.2 0.0 -0.2 0.000
C -2.305 -2.349 0.746 0.7 0.1 0.3 0.009
H 0.065 -2.174 2.958 0.2 -0.4 -0.4 0.002
H 0.084 -3.847 2.299 0.0 0.1 -0.2 0.009
H -0.222 -4.337 -0.513 -0.1 -0.3 0.2 0.007
H 1.073 -3.198 -0.931 0.1 -0.2 -0.1 0.002
H 1.422 -2.716 1.931 0.3 -0.1 0.1 0.001
H -0.531 -3.025 -1.668 0.0 -0.1 0.0 0.001
C 0.364 -0.331 -1.626 0.0 -1.3 -6.7 0.139
O 0.612 -0.602 -2.750 -0.7 0.9 5.0 0.143
I -0.976 0.529 2.446 0.5 -0.1 -0.3 0.238
```
Forces are in eV/Å.

Output
Total charge = +2
ΔE to the lowest compared entry with this formula, charge and spin = 19.46 kcal per mole
LUMO energy (spin up / spin down) = -7.474 / -11.290 eV
Gap between HOMO and LUMO (spin up / spin down) = 0.2772 / 0.1231 Eh
Electronic energy = -55300.076 eV
2S+1 = 5

# 6
Below is a 2-piece molecular cluster, C7H18IN4O overall at a distorted geometry, with properties calculated with ωB97M-V/def2-TZVPD.

Structure (XYZ):
```
31
Properties=species:S:1:pos:R:3:forces:R:3:mulliken_charge:R:1
C -2.608 -3.782 -1.641 0.2 0.2 0.0 -1.287
C 0.999 2.989 -1.429 -0.1 -0.1 0.2 -1.329
C 1.304 2.344 3.244 0.2 0.1 0.3 -1.283
C -1.422 -2.864 -1.373 -0.1 -0.2 0.2 -0.132
C -0.834 -3.147 0.007 -0.7 -0.3 -0.5 -0.600
C 0.917 1.797 -0.484 -0.3 -0.1 -0.9 -0.260
C 0.739 2.008 1.939 -0.2 0.0 -0.4 0.453
N 0.335 -2.335 0.283 1.8 -0.8 -1.1 0.138
N 0.208 -1.389 1.096 -1.1 -0.1 0.3 -0.067
N 0.941 -0.536 1.551 0.8 1.3 1.4 -0.409
N 1.379 2.142 0.840 0.3 0.4 0.5 -0.014
O 2.311 -0.457 1.064 0.1 -0.4 -0.7 -0.412
I 2.098 -2.913 -0.791 -0.8 0.2 0.4 0.199
H -2.286 -4.820 -1.680 0.0 -0.1 0.0 0.335
H -3.354 -3.682 -0.857 -0.2 0.0 0.0 0.343
H -3.069 -3.530 -2.592 -0.1 0.0 -0.1 0.356
H 0.654 2.686 -2.412 0.0 0.0 -0.1 0.377
H 0.368 3.803 -1.082 0.0 0.1 0.0 0.365
H 2.020 3.349 -1.526 0.1 0.0 0.0 0.382
H 2.332 2.691 3.180 0.0 0.0 0.0 0.346
H 1.250 1.469 3.893 0.0 -0.1 0.0 0.338
H 0.690 3.109 3.723 0.0 0.0 0.0 0.349
H -1.739 -1.819 -1.425 0.1 0.0 0.0 0.233
H -0.657 -3.027 -2.132 0.1 0.1 -0.1 0.297
H -1.567 -2.920 0.786 0.1 -0.1 0.0 0.425
H -0.556 -4.201 0.081 0.0 0.1 0.1 0.286
H 1.563 0.991 -0.849 -0.1 0.0 0.2 0.273
H -0.108 1.426 -0.418 0.1 0.0 0.1 0.309
H -0.288 1.662 1.893 0.1 0.1 -0.2 0.374
H 2.349 2.456 0.873 -0.2 -0.1 0.2 0.291
H 2.870 -0.751 1.792 -0.1 -0.1 0.2 0.325
```
Forces are in eV/Å.

Output
Total charge = +1
ΔE to the lowest compared entry with this formula, charge and spin = 0.00 kcal per mole
LUMO energy = -3.695 eV
Gap between HOMO and LUMO = 0.3119 Eh
Electronic energy = -23649.577 eV
2S+1 = 1